1.
The following is a DFT calculation (wB97M-V/def2-TZVPD) of C27H25N3O4PdS2Sb as an isolated structure.

Calculated values
Kohn-Sham gap (spin up / spin down), eV: 5.35 / 5.34
Energy relative to the best compared isomer or geometry (same formula, charge and spin), kJ/mol: 347.5

Structure (ORCA input):
```
! RIJCOSX wB97M-V def2-TZVPD def2/J DEFGRID3
* xyz 1 1
Pd -1.44 0.30 0.03
C -2.83 -3.40 -0.25
C -1.55 -2.96 -0.84
N -0.99 -1.78 -0.65
C 0.19 -1.76 -1.34
C 0.33 -2.97 -1.99
N -0.77 -3.70 -1.65
C 1.30 -3.56 -2.96
O 2.32 -2.82 -3.31
O 1.07 -4.66 -3.39
C 1.07 -0.53 -1.36
O 2.10 -0.55 -2.02
O 0.67 0.45 -0.67
H -3.23 -2.59 0.38
H -2.67 -4.28 0.37
H -3.55 -3.65 -1.02
H -0.92 -4.63 -2.01
H 2.36 -1.92 -2.86
C -3.78 6.79 -2.66
C -3.57 6.68 -1.29
C -2.90 5.58 -0.79
C -2.45 4.59 -1.65
C -2.66 4.69 -3.01
C -3.33 5.79 -3.51
Sb -1.36 2.96 -0.74
C -1.22 1.65 -2.47
C -0.17 1.90 -3.35
C 0.18 0.95 -4.30
C -0.49 -0.26 -4.36
C -1.54 -0.50 -3.50
C -1.92 0.44 -2.55
C -3.18 2.01 0.02
C -4.28 1.82 -0.81
C -5.26 0.90 -0.47
C -5.14 0.14 0.69
C -4.08 0.35 1.55
C -3.09 1.30 1.23
H -4.29 7.65 -3.06
H -3.92 7.45 -0.62
H -2.73 5.49 0.27
H -2.31 3.91 -3.68
H -3.50 5.87 -4.58
H 0.37 2.83 -3.29
H 1.01 1.15 -4.97
H -0.18 -1.01 -5.07
H -2.09 -1.44 -3.56
H -2.83 0.25 -1.96
H -4.37 2.40 -1.72
H -6.12 0.77 -1.11
H -5.88 -0.61 0.92
H -4.01 -0.18 2.49
H -2.39 1.62 2.02
S -0.50 -0.54 2.33
C 0.83 0.48 2.14
N 0.72 1.80 2.02
C 1.92 2.52 1.65
C 3.08 1.68 2.19
S 2.47 -0.05 2.17
H -0.19 2.26 1.97
H 1.92 3.52 2.10
H 1.97 2.61 0.56
H 3.31 1.92 3.22
H 3.97 1.75 1.57
*
```


2.
The following is a DFT calculation (wB97M-V/def2-TZVPD) of one molecule with the formula C4H12O6Si2.

Calculated values
Kohn-Sham gap, eV: 10.15

Structure (ORCA input):
```
! RIJCOSX wB97M-V def2-TZVPD def2/J DEFGRID3
* xyz 0 1
O 0.83 1.85 -1.49
O -0.40 -0.27 -2.42
O -1.04 -1.44 1.51
O -0.64 0.72 2.67
O 1.06 -0.15 0.40
O -1.10 0.72 -0.17
C 1.88 1.89 -2.45
C -1.65 0.28 -2.75
C -0.42 -2.68 1.48
C 0.22 0.28 3.67
Si 0.27 0.38 -1.05
Si -0.35 0.11 1.18
H 2.22 2.86 -2.62
H 2.74 1.22 -2.13
H 1.45 1.52 -3.38
H -2.16 -0.30 -3.52
H -1.43 1.28 -3.12
H -2.22 0.20 -1.79
H -0.90 -3.31 0.73
H -0.32 -3.21 2.49
H 0.57 -2.50 1.22
H 1.27 0.58 3.26
H 0.10 -0.82 3.68
H 0.01 0.78 4.59
*
```


3.
The following is a DFT calculation (wB97M-V/def2-TZVPD) of one molecule with the formula C5H7NO.

Calculated values
Kohn-Sham gap, eV: 10.15
SMILES string: C1=N[C@H]2C[C@H]2CO1
Energy relative to the best compared isomer or geometry (same formula, charge and spin), kJ/mol: 156.5

Structure (ORCA input):
```
! RIJCOSX wB97M-V def2-TZVPD def2/J DEFGRID3
* xyz 0 1
C -1.42 -0.44 0.40
C -0.66 0.49 -0.50
C 0.50 1.32 -0.04
O 1.37 0.61 0.85
C 1.58 -0.69 0.55
N 0.85 -1.48 -0.12
C -0.41 -0.98 -0.62
H -1.13 -0.59 1.44
H -2.50 -0.44 0.26
H -1.26 0.93 -1.29
H 0.20 2.22 0.49
H 1.09 1.60 -0.93
H 2.52 -1.03 0.99
H -0.73 -1.54 -1.50
*
```


4.
The following is a DFT calculation (wB97M-V/def2-TZVPD) of a 5-piece molecular cluster, C32H45ClNO6P2 overall.

Calculated values
Kohn-Sham gap, eV: 7.48

Structure (ORCA input):
```
! RIJCOSX wB97M-V def2-TZVPD def2/J DEFGRID3
* xyz -1 1
C -1.74 1.67 4.73
C -0.88 1.23 3.54
C -1.72 1.20 2.26
O -1.04 0.65 1.15
P -0.85 -0.98 0.77
O 0.65 -1.07 1.53
Cl 0.15 -0.27 -1.08
C -0.72 -2.77 0.16
C -0.46 -3.87 1.20
C 0.57 -4.88 0.70
C 1.97 -4.26 0.60
O 2.36 -4.14 -0.76
C 3.03 -2.92 -1.03
O -1.61 -1.50 2.34
N -2.82 -2.06 2.26
O -3.24 -2.38 3.33
P -2.92 -0.68 -0.26
O -3.91 0.26 0.37
H -2.61 1.02 4.83
H -2.10 2.69 4.61
H -1.18 1.61 5.67
H -0.46 0.25 3.73
H -0.06 1.93 3.40
H -1.96 2.23 1.97
H -2.67 0.70 2.43
H 0.51 -1.22 2.47
H 0.09 -2.76 -0.57
H -1.63 -3.02 -0.41
H -0.08 -3.42 2.12
H -1.39 -4.38 1.47
H 0.31 -5.22 -0.31
H 0.58 -5.76 1.35
H 2.71 -4.87 1.13
H 1.95 -3.27 1.06
H 2.33 -2.09 -1.11
H 3.57 -3.04 -1.97
H 3.76 -2.68 -0.25
H -2.59 -0.32 -1.58
H -3.48 -1.96 -0.50
C 8.83 -1.67 0.83
C 7.98 -2.69 0.43
C 6.61 -2.57 0.63
C 6.09 -1.42 1.21
C 6.94 -0.40 1.60
C 8.31 -0.52 1.41
H 9.90 -1.76 0.68
H 8.38 -3.59 -0.02
H 5.95 -3.37 0.32
H 5.02 -1.32 1.35
H 6.54 0.50 2.05
H 8.97 0.28 1.72
C -6.19 2.98 -1.26
C -6.76 4.03 -1.97
C -6.00 5.14 -2.31
C -4.66 5.19 -1.93
C -4.09 4.14 -1.22
C -4.86 3.03 -0.88
H -6.79 2.11 -0.99
H -7.80 3.99 -2.26
H -6.44 5.96 -2.85
H -4.06 6.05 -2.20
H -3.05 4.18 -0.93
H -4.42 2.20 -0.32
C 7.48 -5.40 -3.76
C 8.01 -4.37 -2.99
C 9.29 -3.91 -3.23
C 10.06 -4.48 -4.24
C 9.53 -5.51 -5.01
C 8.24 -5.97 -4.77
H 6.48 -5.76 -3.57
H 7.41 -3.92 -2.21
H 9.70 -3.10 -2.63
H 11.06 -4.12 -4.43
H 10.13 -5.95 -5.80
H 7.83 -6.77 -5.37
C -8.13 7.53 0.97
C -8.39 6.42 0.18
C -9.61 6.31 -0.48
C -10.55 7.33 -0.37
C -10.28 8.44 0.41
C -9.07 8.54 1.08
H -7.18 7.61 1.49
H -7.66 5.63 0.09
H -9.81 5.44 -1.09
H -11.50 7.25 -0.89
H -11.02 9.23 0.50
H -8.86 9.41 1.69
*
```


5.
The following is a DFT calculation (wB97M-V/def2-TZVPD) of one molecule with the formula C20H22N4O10S.

Calculated values
Kohn-Sham gap, eV: 8.59
SMILES string: CO/N=C(\C(=O)N[C@@H]1C(=O)N2C(C(=O)O[C@H](C)OC(C)=O)=C(COC(N)=O)CS[C@@H]12)c1ccco1
Energy relative to the best compared isomer or geometry (same formula, charge and spin), kJ/mol: 0.0

Structure (ORCA input):
```
! RIJCOSX wB97M-V def2-TZVPD def2/J DEFGRID3
* xyz 0 1
C -1.65 -4.70 -3.30
H -1.61 -5.72 -2.91
H -2.36 -4.66 -4.13
H -0.67 -4.38 -3.62
O -2.03 -3.79 -2.28
N -3.25 -4.15 -1.75
C -3.82 -3.37 -0.90
C -5.10 -3.79 -0.38
C -5.94 -3.21 0.53
C -7.04 -4.08 0.66
C -6.78 -5.13 -0.17
O -5.62 -4.97 -0.80
H -7.34 -6.02 -0.38
H -7.90 -3.95 1.29
H -5.79 -2.27 1.02
C -3.32 -2.03 -0.42
O -4.05 -1.12 -0.11
N -1.96 -1.93 -0.33
H -1.39 -2.67 -0.72
C -1.33 -0.71 0.03
H -2.11 0.04 0.18
C -0.29 -0.74 1.18
N 0.68 -0.20 0.26
C -0.15 -0.21 -0.83
O 0.03 0.02 -1.99
C 1.85 0.44 0.61
C 2.18 0.66 1.90
C 1.28 0.33 3.05
H 1.39 1.09 3.82
H 1.51 -0.66 3.47
S -0.50 0.36 2.62
C 3.46 1.40 2.21
H 4.30 0.98 1.64
H 3.67 1.35 3.28
O 3.37 2.76 1.80
C 2.71 3.58 2.67
O 2.32 3.23 3.76
N 2.61 4.82 2.17
H 2.04 5.49 2.67
H 2.78 4.97 1.18
C 2.68 0.95 -0.53
O 3.76 0.53 -0.83
O 2.02 1.95 -1.12
C 2.58 2.60 -2.25
C 2.65 1.68 -3.46
H 2.88 2.26 -4.35
H 1.69 1.18 -3.57
H 3.42 0.94 -3.30
O 3.88 3.06 -1.95
C 4.01 4.08 -1.09
O 3.07 4.71 -0.67
C 5.44 4.30 -0.72
H 5.63 5.36 -0.60
H 5.62 3.80 0.23
H 6.10 3.87 -1.48
H 1.91 3.45 -2.41
H -0.03 -1.75 1.54
*
```


6.
The following is a DFT calculation (wB97M-V/def2-TZVPD) of one molecule with the formula C6H10O.

Calculated values
Kohn-Sham gap, eV: 8.11
Energy relative to the best compared isomer or geometry (same formula, charge and spin), kJ/mol: 400.7

Structure (ORCA input):
```
! RIJCOSX wB97M-V def2-TZVPD def2/J DEFGRID3
* xyz 0 1
C -2.26 0.75 -1.40
C 0.69 0.44 -0.93
C 1.64 0.68 -0.03
C 1.51 -0.20 1.20
C 0.43 -1.22 0.78
C -0.28 -0.60 -0.43
O -1.54 0.03 -0.03
H -2.23 1.80 -1.02
H -3.28 0.42 -1.15
H 0.52 0.95 -1.87
H 2.42 1.42 -0.13
H 1.21 0.40 2.07
H 2.45 -0.68 1.47
H 0.91 -2.14 0.46
H -0.27 -1.48 1.58
H -0.61 -1.31 -1.19
H -1.33 0.73 0.61
*
```


7.
The following is a DFT calculation (wB97M-V/def2-TZVPD) of one molecule with the formula C6H8ClNOS.

Calculated values
Kohn-Sham gap (spin up / spin down), eV: 6.09 / 5.17
⟨S²⟩: 2.021

Structure (ORCA input):
```
! RIJCOSX wB97M-V def2-TZVPD def2/J DEFGRID3
* xyz 0 3
C 1.00 1.28 -1.57
C 1.48 -0.15 -1.50
C 0.06 1.69 -0.75
C 1.34 -0.58 -0.04
C -0.15 -0.34 0.20
C -2.31 -0.45 1.71
N -0.69 0.77 0.00
O -0.03 -1.70 2.24
S -1.00 -1.61 1.08
Cl 0.35 -1.17 -2.45
H 1.56 1.94 -2.28
H 2.55 -0.21 -1.75
H -0.18 2.68 -0.78
H 1.69 -1.65 -0.01
H 1.93 0.07 0.54
H -2.94 -0.82 2.41
H -2.82 -0.23 0.87
H -1.83 0.48 2.09
*
```


8.
The following is a DFT calculation (wB97M-V/def2-TZVPD) of a 2-piece molecular cluster, CFN4O2S overall.

Calculated values
Kohn-Sham gap (spin up / spin down), eV: 7.82 / 7.83
Energy relative to the best compared isomer or geometry (same formula, charge and spin), kJ/mol: 274.0

Structure (ORCA input):
```
! RIJCOSX wB97M-V def2-TZVPD def2/J DEFGRID3
* xyz -1 1
C 0.34 -0.66 -0.26
N -0.28 -1.30 -1.27
N 1.33 -1.29 0.39
N 0.46 -2.36 -1.28
N 1.44 -2.37 -0.38
O -1.74 1.52 1.68
O 0.39 2.74 1.08
F -1.29 2.03 -0.73
S -0.65 1.68 0.77
*
```


no.,DFT total energy (a.u.),maximum force (eV Å⁻¹)
1,-2673.3809,2.15
2,-1190.2750,5.39
3,-324.6648,0.64
4,-2895.4611,0.25
5,-2144.9288,1.23
6,-309.6898,0.49
7,-1221.5641,4.25
8,-905.5842,3.96